# 1
Computed, not measured: C20H34O10 as an isolated structure in a non-equilibrium geometry, with ωB97M-V/def2-TZVPD.

Cartesian coordinates (Å):
O: 7.94664 -18.69354 18.42529
C: 9.13820 -18.65220 18.16736
O: 10.02452 -17.67272 18.53902
C: 9.63536 -16.53335 19.16942
C: 10.67112 -15.46389 19.09908
C: 9.74230 -19.54733 17.19951
H: 9.59097 -16.74977 20.23679
H: 8.64130 -16.29362 18.79196
H: 10.24447 -14.46127 19.12782
H: 11.25643 -15.51034 18.18074
H: 11.40061 -15.54907 19.90449
H: 9.87441 -20.47441 17.75733
H: 10.73716 -19.26614 16.85411
H: 9.31988 -19.74113 16.21355
O: 12.40446 -9.38647 19.50842
C: 11.94962 -10.55404 19.51638
O: 12.14867 -11.53596 20.35413
C: 13.05668 -11.57087 21.35595
C: 12.43455 -11.23937 22.69073
C: 10.82948 -10.85147 18.52196
H: 13.86581 -10.88415 21.10731
H: 13.45911 -12.56698 21.54010
H: 11.43935 -11.61459 22.92924
H: 12.38300 -10.15822 22.81943
H: 13.17314 -11.46949 23.45860
H: 9.90342 -10.54533 19.00858
H: 10.64724 -11.92527 18.47904
H: 10.99881 -10.39594 17.54629
O: 13.76737 -18.47945 16.07258
C: 13.64001 -18.09429 17.18659
O: 14.66672 -17.72047 17.91261
C: 14.33841 -16.98483 19.10067
C: 12.88685 -17.22011 19.31161
C: 12.30717 -17.73772 17.98950
H: 14.35357 -15.91490 18.89299
H: 14.78338 -17.21306 20.06918
H: 12.24629 -16.36606 19.53158
H: 12.83572 -17.83755 20.20841
H: 11.79519 -16.95975 17.42315
H: 11.69709 -18.63497 18.09357
O: 8.48917 -15.45653 17.22518
C: 8.31279 -14.35651 17.79690
O: 7.17750 -13.73356 17.67385
C: 7.29918 -12.39025 18.20059
C: 8.61510 -12.35007 18.99454
C: 9.39221 -13.45459 18.43320
H: 6.56418 -12.17393 18.97588
H: 7.36656 -11.69754 17.36171
H: 8.38960 -12.57421 20.03713
H: 9.02798 -11.34130 18.99205
H: 9.81655 -14.09780 19.20412
H: 10.12508 -13.10804 17.70458
O: 13.12382 -15.72421 17.77553
C: 12.71323 -14.60422 17.73176
O: 13.58448 -13.62918 17.46701
C: 12.98188 -12.43602 17.33462
C: 11.55332 -12.73264 17.18735
C: 11.30933 -14.06476 17.85711
H: 13.44226 -11.84989 16.53925
H: 13.02549 -11.81253 18.22762
H: 11.42146 -12.72633 16.10538
H: 10.79714 -12.13992 17.70210
H: 10.62277 -14.74984 17.35972
H: 11.06818 -14.00454 18.91839

Values from the calculation:
- ΔE to the lowest compared entry with this formula, charge and spin (kcal per mole) = 626.7
- spin multiplicity = 1
- DFT total energy (Ha) = -1533.88609
- HOMO (eV) = -9.1

=====

# 2
Computed, not measured: C35H35N3O2P2PdS2 as an isolated structure, with ωB97M-V/def2-TZVPD.

Cartesian coordinates (Å):
Pd: 0.31026 -2.06155 0.65733
N: -2.99913 -2.81817 3.29092
C: -2.02893 -2.78247 2.35249
S: -0.65270 -1.73453 2.67711
N: -2.17543 -3.44775 1.25493
N: -1.14598 -3.31907 0.35670
C: -1.25006 -4.03580 -0.72785
C: -0.40202 -4.03683 -1.86020
C: -0.82569 -4.80470 -2.97547
C: -0.08666 -4.85241 -4.12188
C: 1.12229 -4.13671 -4.18648
C: 1.57200 -3.39778 -3.12155
C: 0.82817 -3.33288 -1.93020
O: 1.32773 -2.65152 -0.92560
H: -2.80203 -2.49799 4.22345
H: -3.71553 -3.52052 3.19038
H: -2.12064 -4.68538 -0.74086
H: -1.75599 -5.35449 -2.90063
H: -0.41882 -5.43662 -4.96767
H: 1.71369 -4.17372 -5.09215
H: 2.50770 -2.85739 -3.16959
C: 3.91444 -0.98074 2.82437
S: 3.22312 -1.79631 1.40228
C: 4.37996 -1.30297 0.14373
O: 1.96518 -0.93435 1.09602
H: 4.02857 0.08064 2.61544
H: 4.87369 -1.44792 3.04754
H: 3.22536 -1.13647 3.65187
H: 5.35268 -1.73230 0.38365
H: 4.42466 -0.21478 0.10913
H: 4.01170 -1.71354 -0.79424
C: -0.87370 1.21141 1.18806
P: -0.93632 -0.16719 0.04000
C: -0.22710 0.32971 -1.52802
C: 1.13973 0.24268 -1.79050
C: 1.64435 0.77432 -2.96337
C: 0.79833 1.40275 -3.86786
C: -0.55847 1.51108 -3.59833
C: -1.07936 0.97525 -2.43194
C: -2.62112 -0.67460 -0.21188
C: -2.95027 -1.35761 -1.39035
C: -4.24581 -1.78854 -1.59318
C: -5.21926 -1.54443 -0.62789
C: -4.89770 -0.86941 0.54007
C: -3.59863 -0.44012 0.75652
P: 0.73490 1.77736 1.98519
C: -0.01563 3.16798 2.90349
C: 0.26509 4.50800 2.65769
C: -0.29686 5.49575 3.45790
C: -1.14173 5.15516 4.50149
C: -1.41759 3.81788 4.76063
C: -0.84708 2.83186 3.97458
C: 1.55174 2.57903 0.56142
C: 2.93020 2.41107 0.45504
C: 3.64548 3.00235 -0.57876
C: 2.98061 3.76828 -1.52341
C: 1.60540 3.94961 -1.42691
C: 0.89801 3.36279 -0.39119
H: -1.54171 0.97668 2.01526
H: -1.32196 2.02560 0.60547
H: 1.80136 -0.23646 -1.08381
H: 2.70402 0.70622 -3.17011
H: 1.19889 1.81459 -4.78478
H: -1.21725 2.00756 -4.29780
H: -2.13868 1.06728 -2.23129
H: -2.19604 -1.54289 -2.14586
H: -4.50497 -2.30586 -2.50721
H: -6.23489 -1.87858 -0.79335
H: -5.65738 -0.67616 1.28488
H: -3.36217 0.07213 1.67929
H: 0.92505 4.79374 1.84968
H: -0.06896 6.53500 3.26202
H: -1.57708 5.92731 5.12118
H: -2.06270 3.54552 5.58531
H: -1.03830 1.78875 4.21246
H: 3.45033 1.82947 1.20822
H: 4.71969 2.88213 -0.63623
H: 3.53289 4.23883 -2.32630
H: 1.08819 4.56404 -2.15240
H: -0.16717 3.54969 -0.31612

Values from the calculation:
- ΔE to the lowest compared entry with this formula, charge and spin (kcal per mole) = 0.0
- spin multiplicity = 1
- DFT total energy (Ha) = -3275.91885
- HOMO (eV) = -13.2
- total charge = +2

=====

# 3
Computed, not measured: C2H4N2O as an isolated structure in a non-equilibrium geometry, with ωB97M-V/def2-TZVPD.

Cartesian coordinates (Å):
C: -1.43188 -0.83760 -0.04860
C: 1.18491 0.27374 0.02837
H: -2.49963 -0.99055 0.23283
H: -0.70462 -1.57422 -0.40390
H: 0.08352 2.12059 0.51012
H: 2.17816 0.93719 -0.25595
N: -1.27151 0.47336 0.07835
N: 0.00766 1.03340 -0.16405
O: 1.40892 -0.95713 0.07978

Values from the calculation:
- ΔE to the lowest compared entry with this formula, charge and spin (kcal per mole) = 72.8
- spin multiplicity = 1
- DFT total energy (Ha) = -263.24718
- HOMO (eV) = -9.9

=====

# 4
Computed, not measured: an isolated ion of composition C4H8N and charge +1 in a non-equilibrium geometry, with ωB97M-V/def2-TZVPD.

Cartesian coordinates (Å):
C: -0.71658 0.77847 0.22738
C: -1.37314 -0.57859 -0.27076
C: 0.75411 0.66072 -0.25318
C: 1.75768 0.14220 0.69967
N: 1.36137 -0.66752 -0.19864
H: -1.12666 1.70844 -0.12350
H: -0.83215 0.65624 1.23529
H: -2.41630 -0.57957 -0.08705
H: -0.82903 -1.32855 0.23450
H: 0.96591 1.23890 -1.17494
H: 2.46507 0.30843 1.61950
H: -1.16188 -0.74517 -1.37698
H: 1.15161 -1.59403 -0.53129

Values from the calculation:
- ΔE to the lowest compared entry with this formula, charge and spin (kcal per mole) = 55.1
- SMILES = CC[C@H]1C=[NH+]1
- spin multiplicity = 1
- DFT total energy (Ha) = -211.58332
- HOMO (eV) = -16.4
- total charge = +1

=====

# 5
Computed, not measured: a 2-piece molecular cluster, C2H2Cl2S2 overall in a non-equilibrium geometry, with ωB97M-V/def2-TZVPD.

Cartesian coordinates (Å):
C: -1.00647 0.29146 0.41490
C: 0.08885 -0.37631 0.93843
S: -1.15358 1.91165 0.93718
S: 1.42506 -0.28286 -1.63823
Cl: -2.00813 -0.43591 -0.67713
Cl: 0.17842 -2.07439 1.01111
H: 1.03701 0.05540 1.30304
H: 1.43885 0.91095 -2.28930

Values from the calculation:
- ΔE to the lowest compared entry with this formula, charge and spin (kcal per mole) = 58.8
- spin multiplicity = 1
- DFT total energy (Ha) = -1794.05002
- HOMO (spin up / spin down) (eV) = -9.2 / -9.4

=====

# 6
Computed, not measured: a 7-piece molecular cluster, C35H89BrFO30P8 overall in a non-equilibrium geometry, with ωB97M-V/def2-TZVPD.

Cartesian coordinates (Å):
C: -1.92792 3.98565 4.19048
C: -2.56438 3.07214 3.11195
C: -1.49459 2.56833 2.14323
C: -2.07503 1.57653 1.12727
O: -1.69513 1.94669 -0.18421
C: -1.59046 0.88362 -1.09794
C: -2.75192 -0.12750 -1.04284
C: -4.17153 0.37194 -1.22075
O: -5.08683 -0.37464 -1.30508
Br: -4.59925 2.29037 -1.35698
O: -0.36192 0.28453 -0.80457
P: 0.18633 -0.75497 -2.08800
C: 1.19920 -1.87448 -0.86933
F: 2.41230 -2.32171 -1.41499
C: 1.43151 -1.31305 0.52230
C: 2.39431 -2.21611 1.33296
P: 2.09377 0.38060 -2.58965
C: 2.44768 1.82648 -1.47503
C: 2.05144 0.92900 -4.34442
O: -0.83112 0.20157 -3.17962
C: -1.45611 1.29888 -2.59101
O: -0.62414 2.40988 -2.86414
C: -1.13778 3.65606 -2.42852
C: -0.07704 4.32425 -1.57456
O: -0.36980 5.71268 -1.44554
C: 0.40887 6.31688 -0.44814
C: 1.88421 6.45223 -0.80550
H: -2.21541 5.02356 4.01779
H: -0.84179 3.93558 4.10759
H: -2.22642 3.70571 5.19925
H: -3.31683 3.61973 2.54368
H: -3.01595 2.22458 3.63049
H: -0.99387 3.39553 1.63686
H: -0.72416 2.05418 2.72506
H: -1.76307 0.56473 1.39124
H: -3.17024 1.64194 1.19652
H: -2.61207 -0.86782 -1.82870
H: -2.73315 -0.68734 -0.10717
H: -0.87360 -1.72924 -1.86627
H: 0.53750 -1.56901 -3.23265
H: 0.59007 -2.78235 -0.75453
H: 0.50188 -1.28230 1.09086
H: 1.87506 -0.31545 0.52286
H: 3.30630 -2.33553 0.74998
H: 1.93031 -3.16739 1.59087
H: 2.67912 -1.65172 2.22518
H: 1.61553 2.10385 -0.82653
H: 3.29272 1.56169 -0.83650
H: 2.77552 2.68799 -2.06531
H: 2.99974 1.36075 -4.66684
H: 1.22783 1.60727 -4.58800
H: 1.89423 0.02194 -4.93170
H: -2.38582 1.37015 -3.17315
H: -2.04274 3.55443 -1.83082
H: -1.37713 4.31763 -3.26962
H: -0.02518 3.85014 -0.59105
H: 0.86902 4.19933 -2.10807
H: 0.02378 7.32034 -0.25172
H: 0.33979 5.77315 0.50582
H: 2.34821 5.49150 -1.03628
H: 2.01496 7.07662 -1.69203
H: 2.46754 6.87277 0.01647
C: 8.50391 8.60596 3.30271
O: 7.16222 8.11245 3.13353
P: 6.14541 8.97609 2.23035
O: 6.14396 10.32757 2.83209
O: 4.88510 8.04333 2.57719
C: 4.42500 7.96737 3.92575
O: 5.76133 9.12104 0.69160
C: 4.74439 10.08167 0.38722
H: 9.13766 7.75675 3.54623
H: 8.87847 9.08023 2.39780
H: 8.52236 9.32242 4.12165
H: 4.61416 8.90042 4.45782
H: 4.90700 7.13825 4.44349
H: 3.35279 7.78579 3.89070
H: 5.16886 11.08230 0.34766
H: 3.93807 10.04673 1.11724
H: 4.34842 9.82359 -0.59233
C: -9.73324 5.96051 -6.15893
O: -8.87769 5.62413 -5.05544
P: -7.50468 6.49647 -4.82197
O: -6.79410 6.24751 -6.10573
O: -7.11493 5.50428 -3.60151
C: -7.01927 4.09398 -3.83117
O: -6.62179 7.66585 -4.13030
C: -5.20398 7.56459 -4.31205
H: -10.73411 5.60587 -5.91947
H: -9.77009 7.03407 -6.33266
H: -9.37437 5.46111 -7.05743
H: -6.70728 3.88267 -4.85447
H: -7.97021 3.60367 -3.62588
H: -6.27164 3.71220 -3.14032
H: -4.91956 7.95537 -5.28604
H: -4.86813 6.53502 -4.20864
H: -4.75643 8.17457 -3.53008
C: 0.81122 -9.02312 4.26144
O: 1.75011 -7.94722 4.08602
P: 2.11227 -7.49612 2.57374
O: 2.61782 -8.75284 1.96656
O: 3.24600 -6.47822 3.09522
C: 4.35293 -6.98756 3.83398
O: 1.70961 -6.54541 1.36301
C: 2.57738 -6.62756 0.21444
H: 0.37067 -8.91786 5.25035
H: 0.01895 -8.99642 3.51602
H: 1.33744 -9.97367 4.19562
H: 4.59360 -8.00709 3.52956
H: 4.14249 -6.95759 4.90333
H: 5.20804 -6.34657 3.62838
H: 2.30570 -7.48396 -0.39799
H: 3.62220 -6.69262 0.51104
H: 2.43319 -5.71960 -0.36731
C: -13.50256 4.36350 -4.17783
O: -12.32269 4.02828 -3.42612
P: -12.47954 3.78443 -1.83851
O: -13.11788 5.01504 -1.32146
O: -10.90264 3.64275 -1.59890
C: -10.05594 4.76746 -1.85937
O: -12.85684 2.58765 -0.85239
C: -12.86498 2.91107 0.54314
H: -13.32550 4.07916 -5.21284
H: -14.38106 3.83598 -3.81165
H: -13.67414 5.43683 -4.11821
H: -10.58124 5.70697 -1.68183
H: -9.68732 4.73288 -2.88130
H: -9.20855 4.70541 -1.17976
H: -13.79903 3.39971 0.81099
H: -12.02166 3.54807 0.80193
H: -12.78451 1.96563 1.07458
C: 9.33716 -10.25786 7.75931
O: 8.35253 -9.22528 7.58295
P: 8.60937 -8.09271 6.42328
O: 9.93844 -7.58133 6.86409
O: 7.31974 -7.27434 6.97331
C: 7.26521 -6.88627 8.34438
O: 8.40401 -7.39055 4.97853
C: 8.92120 -6.06353 4.84280
H: 8.84276 -11.11005 8.22053
H: 9.77211 -10.57049 6.81269
H: 10.12499 -9.89264 8.41536
H: 8.26635 -6.71045 8.74042
H: 6.75844 -7.64638 8.93863
H: 6.69257 -5.96174 8.39137
H: 9.99062 -6.09144 4.64922
H: 8.71709 -5.47170 5.73289
H: 8.40870 -5.62811 3.98720
C: 3.04502 -8.71670 -6.15248
O: 2.46996 -9.50104 -5.08835
P: 3.35160 -9.73360 -3.76183
O: 4.61092 -10.36078 -4.22015
O: 2.28431 -10.75586 -3.12052
C: 2.02871 -11.98990 -3.78345
O: 3.62974 -8.98880 -2.38840
C: 4.51964 -9.61820 -1.46314
H: 2.22578 -8.31052 -6.74025
H: 3.64779 -7.89554 -5.77053
H: 3.66132 -9.35913 -6.77847
H: 2.91165 -12.33659 -4.32198
H: 1.19029 -11.88392 -4.47273
H: 1.76690 -12.71936 -3.01901
H: 5.55214 -9.42052 -1.74418
H: 4.34945 -10.69115 -1.40356
H: 4.32602 -9.16757 -0.49132

Values from the calculation:
- ΔE to the lowest compared entry with this formula, charge and spin (kcal per mole) = 0.0
- spin multiplicity = 1
- DFT total energy (Ha) = -9049.01592
- HOMO (eV) = -3.3
- total charge = -1

=====

# 7
Computed, not measured: C7H8 as an isolated structure in a non-equilibrium geometry, with ωB97M-V/def2-TZVPD.

Cartesian coordinates (Å):
C: 1.38933 0.06532 -0.88040
C: 0.18850 -0.06055 0.07716
C: 0.51147 0.32292 1.53487
C: -1.00996 0.49484 -0.41800
C: -2.14958 0.78777 -0.86911
C: -0.67832 -1.39828 -0.09790
C: -0.33849 -2.60987 0.15502
H: 1.10463 -0.28866 -1.87155
H: 2.25840 -0.50772 -0.53642
H: 1.68720 1.12132 -0.96156
H: 0.75523 1.39461 1.58752
H: -0.36057 0.13785 2.16261
H: 1.36230 -0.23974 1.93664
H: -2.36688 1.83777 -1.06102
H: -2.35327 -1.05759 -0.75788

Values from the calculation:
- ΔE to the lowest compared entry with this formula, charge and spin (kcal per mole) = 244.4
- spin multiplicity = 1
- DFT total energy (Ha) = -271.14197
- HOMO (eV) = -9.0